Record 1
The following is a DFT calculation (ωB97M-V/def2-TZVPD) of a 10-piece molecular cluster, C20H60O20 overall at a distorted geometry.

Atoms and positions in Å:
C1 18.4250 15.3264 -9.6965
C2 19.6213 16.2290 -9.9409
O1 19.5366 16.7632 -11.2783
O2 17.2543 16.1231 -9.3467
H1 18.5385 14.7526 -8.7694
H2 18.1896 14.5746 -10.4511
H3 20.5616 15.6912 -9.8060
H4 19.5579 17.1057 -9.3022
H5 19.6561 16.0755 -11.9398
H6 16.7905 16.2014 -10.1896
C3 22.0350 19.7363 -12.9169
C4 20.5321 19.6319 -13.0724
O3 20.1087 19.0427 -14.2862
O4 22.6327 20.8452 -13.5762
H7 22.5614 18.7999 -13.1476
H8 22.1900 19.8255 -11.8365
H9 20.0890 20.6023 -12.8205
H10 20.2274 18.9883 -12.2349
H11 19.1503 19.1240 -14.3702
H12 22.3099 20.7198 -14.4814
C5 17.9693 21.9863 -8.8901
C6 17.9464 20.7838 -9.8289
O5 18.0366 19.4979 -9.2301
O6 18.2651 23.1268 -9.6693
H13 18.6766 21.7143 -8.0949
H14 17.0225 22.0364 -8.3495
H15 18.5977 20.7398 -10.7118
H16 17.0356 20.9180 -10.4442
H17 18.2239 18.8164 -9.8807
H18 17.4037 23.5658 -9.7354
C7 15.2541 26.9907 -11.4459
C8 16.1283 26.2987 -12.4706
O7 17.1993 25.4930 -11.9560
O8 16.0105 28.1306 -10.9382
H19 14.9061 26.3442 -10.6405
H20 14.4002 27.4559 -11.9335
H21 16.5586 27.0364 -13.1475
H22 15.4281 25.7009 -13.0604
H23 17.7810 26.1372 -11.5346
H24 16.7072 27.7680 -10.3792
C9 16.9713 18.4434 -12.4708
C10 15.5287 18.8887 -12.5540
O9 14.7165 17.7492 -12.7466
O10 17.4384 18.0172 -13.7637
H25 17.0910 17.6120 -11.7777
H26 17.5939 19.2685 -12.1134
H27 15.4548 19.5667 -13.4087
H28 15.3119 19.4083 -11.6134
H29 13.8832 18.0014 -13.1505
H30 17.8900 17.1943 -13.5578
C11 21.2377 23.8299 -12.1014
C12 21.3509 25.3294 -11.6906
O11 21.9633 25.4778 -10.4398
O12 20.6938 23.1015 -11.0121
H31 22.2642 23.5690 -12.3528
H32 20.6081 23.6899 -12.9824
H33 20.3420 25.7655 -11.5890
H34 21.8518 25.9212 -12.4575
H35 21.4879 24.8823 -9.8409
H36 19.7665 23.3788 -10.9655
C13 17.1413 25.3934 -7.4075
C14 16.0546 25.4744 -6.3286
O13 15.1818 26.5730 -6.5824
O14 16.5274 25.0916 -8.6559
H37 17.7692 24.5344 -7.1359
H38 17.9126 26.1706 -7.3484
H39 16.4232 25.6170 -5.3092
H40 15.4297 24.5874 -6.4162
H41 15.5614 27.4231 -6.3482
H42 15.9348 25.8647 -8.6678
C15 16.4421 19.0588 -6.4591
C16 15.0358 18.6941 -6.8200
O15 14.1459 19.7024 -6.3629
O16 16.5742 19.4771 -5.0911
H43 16.7878 19.9419 -7.0140
H44 17.2825 18.3775 -6.6228
H45 14.7969 17.6543 -6.5726
H46 14.9828 18.6376 -7.9174
H47 13.2469 19.3617 -6.3373
H48 17.3467 20.0221 -4.9576
C17 13.7466 22.7687 -10.1823
C18 13.7979 21.4969 -9.3323
O17 14.7630 21.4492 -8.3144
O18 12.9374 22.4529 -11.3348
H49 14.7277 23.1104 -10.5062
H50 13.1945 23.5571 -9.6655
H51 13.7940 20.5770 -9.9362
H52 12.8352 21.4125 -8.7875
H53 14.5709 20.7400 -7.6536
H54 12.1458 22.0629 -10.9445
C19 21.5318 24.7308 -5.7519
C20 20.6831 23.9220 -6.7211
O19 21.0264 24.0111 -8.0844
O20 22.9134 24.4024 -5.8825
H55 21.1861 24.7030 -4.7235
H56 21.4809 25.7874 -6.0461
H57 19.6601 24.3029 -6.5561
H58 20.5845 22.8741 -6.4092
H59 20.3309 23.5134 -8.5373
H60 23.2028 24.5709 -6.7833

Its SMILES is OCCO.OCCO.OCCO.OCCO.OCCO.OCCO.OCCO.OCCO.OCCO.OCCO. Its energy relative to the best compared isomer or geometry (same formula, charge and spin) is 79.20 kcal/mol. The frontier orbital gap comes out at 0.349 Eh. As for the multiplicity: 1. The HOMO energy comes out at -9.293 eV.

---

Record 2
The following is a DFT calculation (ωB97M-V/def2-TZVPD) of a 12-piece molecular cluster, C20H64N4O12 overall at a distorted geometry.

Atoms and positions in Å:
C1 0.5330 5.0324 0.2713
C2 0.3250 3.5454 0.5383
O1 -0.7550 3.2154 -0.2647
H1 0.9470 5.1854 -0.7357
H2 1.3470 5.4664 0.8923
H3 -0.4100 5.5884 0.3493
H4 0.1090 3.2954 1.5823
H5 1.1350 2.9564 0.1033
H6 -0.8810 2.3384 -0.0937
C3 -2.9030 -2.3476 1.9643
C4 -3.9160 -1.8746 0.9543
O2 -3.2160 -1.1476 -0.0577
H7 -2.1790 -2.9446 1.3893
H8 -3.2920 -3.0896 2.6413
H9 -2.3990 -1.5266 2.5593
H10 -4.6540 -1.2186 1.3823
H11 -4.5230 -2.5706 0.4153
H12 -3.8690 -0.8176 -0.6817
C5 2.1040 -3.3776 1.4303
C6 0.6840 -3.8496 1.1313
O3 0.4590 -3.8186 -0.2547
H13 2.8741 -3.9176 0.9123
H14 2.2410 -3.5106 2.4593
H15 2.1790 -2.3496 1.2533
H16 -0.0370 -3.2026 1.6993
H17 0.7010 -4.8876 1.4523
H18 -0.4920 -3.9056 -0.2847
C7 -2.7330 -1.1746 -3.5937
C8 -2.2590 -2.5796 -3.1247
O4 -1.3130 -2.4216 -2.1487
H19 -1.8260 -0.6736 -3.8847
H20 -3.2090 -0.4696 -2.8647
H21 -3.4700 -1.1976 -4.3847
H22 -1.7990 -3.1636 -3.9717
H23 -3.0600 -3.1936 -2.6637
H24 -1.8480 -2.5956 -1.3717
C9 -3.5620 3.1134 1.9043
C10 -3.4490 1.5884 1.9723
O5 -4.6810 1.0934 2.4693
H25 -4.1370 3.5674 2.7063
H26 -4.0600 3.3984 0.9943
H27 -2.5050 3.5694 1.8873
H28 -2.6680 1.2934 2.6603
H29 -3.3480 1.2134 0.9303
H30 -4.7300 1.5244 3.3203
C11 5.0860 0.2704 3.8893
C12 4.6210 -0.5506 2.6803
O6 3.3481 -0.1066 2.3043
H31 6.1490 0.0624 4.1973
H32 4.4190 0.0544 4.7483
H33 5.1420 1.3374 3.7043
H34 4.5850 -1.6206 2.9263
H35 5.4020 -0.5416 1.9593
H36 3.3790 -0.3236 1.3483
C13 3.7000 1.4834 -0.3647
C14 3.4320 0.2284 -1.2197
O7 3.2040 -0.8906 -0.4957
H37 2.8391 1.5564 0.2983
H38 3.6820 2.4104 -0.9347
H39 4.6280 1.3824 0.1553
H40 4.2870 -0.0006 -1.9357
H41 2.4550 0.4594 -1.7327
H42 3.0000 -1.6756 -1.0537
C15 0.9540 2.3934 -3.3727
C16 0.1310 1.0934 -3.4317
O8 0.2060 0.7344 -4.7737
H43 0.8850 2.8914 -2.4357
H44 0.7420 2.9804 -4.3277
H45 2.0220 2.0824 -3.3497
H46 -0.9030 1.4034 -3.1937
H47 0.3900 0.2824 -2.6307
H48 -0.3390 1.3634 -5.2607
C17 2.4110 -2.6596 -3.1077
O9 3.4540 -2.5176 -4.0537
N1 2.5960 -3.0006 -1.8647
N2 1.1770 -2.4466 -3.4417
H49 3.5770 -3.2486 -1.6367
H50 1.8570 -3.3256 -1.2157
H51 0.8790 -2.2406 -4.4747
H52 0.3600 -2.5136 -2.8237
C18 -0.2150 0.1594 4.0113
O10 -1.4820 -0.2666 4.3763
N3 0.0520 1.4364 3.9053
N4 0.7500 -0.6336 3.6743
H53 -0.7230 2.0484 4.1893
H54 0.9091 1.8314 3.5063
H55 0.6271 -1.7026 3.7123
H56 1.7210 -0.4116 3.3923
C19 0.1151 -0.3546 0.4103
O11 -0.9350 0.2364 -0.2697
H57 -0.3200 -1.0126 1.1703
H58 0.6450 0.4894 0.8683
H59 0.7310 -0.9386 -0.2467
H60 -1.7300 -0.3426 -0.1717
C20 -3.2210 2.3134 -1.7667
O12 -4.1780 2.1154 -2.7367
H61 -2.3400 2.4844 -2.2407
H62 -3.1870 1.3604 -1.2087
H63 -3.4220 3.1984 -1.2187
H64 -5.0140 2.0254 -2.2797

Its SMILES is NC(N)=O.NC(N)=O.CCO.CCO.CCO.CCO.CCO.CCO.CCO.CCO.CO.CO. Its energy relative to the best compared isomer or geometry (same formula, charge and spin) is 63.85 kcal/mol. The frontier orbital gap comes out at 0.327 Eh. As for the multiplicity: 1. The HOMO energy comes out at -8.778 eV.

---

Record 3
The following is a DFT calculation (ωB97M-V/def2-TZVPD) of a 13-piece molecular cluster, C20H66N8O13 overall at a distorted geometry.

Atoms and positions in Å:
C1 -21.6785 2.3077 0.6065
C2 -20.3806 2.9687 0.9655
O1 -20.1997 2.6306 2.3145
H1 -21.6180 2.0776 -0.4015
H2 -22.5791 2.9280 0.8282
H3 -21.8429 1.3649 1.1500
H4 -20.4578 4.0581 0.9224
H5 -19.6058 2.6416 0.2478
H6 -19.3465 3.0321 2.5084
C3 -17.0899 2.2823 2.1705
C4 -16.2489 1.3618 1.4391
O2 -15.7032 2.0981 0.3678
H7 -16.5403 3.0466 2.6359
H8 -17.5534 1.7560 3.0200
H9 -17.8280 2.7217 1.5482
H10 -16.8818 0.5805 1.1000
H11 -15.3726 0.9772 2.0186
H12 -14.9932 1.6497 -0.0722
C5 -18.7150 2.9732 5.8388
C6 -19.5063 1.8068 6.4675
O3 -18.6421 1.1902 7.3633
H13 -17.8953 2.5357 5.3264
H14 -18.2591 3.7018 6.5303
H15 -19.3465 3.5478 5.1299
H16 -19.7809 1.0097 5.7956
H17 -20.3951 2.0718 7.0003
H18 -18.8801 0.2104 7.4561
C7 -16.5614 6.7320 7.9792
C8 -17.9909 6.3882 8.5021
O4 -18.0474 6.9771 9.7529
H19 -16.2376 7.7686 8.2292
H20 -16.4795 6.6950 6.8702
H21 -15.7566 6.0399 8.4589
H22 -18.1815 5.2646 8.5553
H23 -18.7654 6.7588 7.8623
H24 -18.0334 7.9681 9.6445
C9 -22.7729 8.4478 3.9226
C10 -21.8259 7.6764 4.9279
O5 -20.6646 7.1277 4.2149
H25 -23.6430 8.9117 4.3608
H26 -23.1049 7.8527 3.1086
H27 -22.2675 9.2224 3.4430
H28 -22.3707 6.7776 5.2363
H29 -21.4754 8.0426 5.8810
H30 -20.9822 6.2918 3.8213
C11 -12.9114 6.0826 3.4686
C12 -14.2836 6.4225 2.9417
O6 -15.0468 5.2331 2.7803
H31 -12.8707 5.6506 4.4406
H32 -12.2230 6.9723 3.3872
H33 -12.4670 5.2457 2.8386
H34 -14.1226 6.9044 1.9689
H35 -14.8316 7.1473 3.5661
H36 -15.8659 5.5450 2.4609
C13 -18.3076 8.9707 6.1109
C14 -17.0791 9.7247 5.3870
O7 -15.9418 8.9601 5.5390
H37 -18.1260 8.8912 7.1408
H38 -18.4114 7.9664 5.7051
H39 -19.2167 9.5209 5.9683
H40 -16.8964 10.7001 5.7053
H41 -17.0936 9.7241 4.2841
H42 -15.2594 9.4044 5.0606
C15 -13.0289 2.3496 3.0583
O8 -12.0008 1.4836 3.4520
N1 -13.7789 3.0574 3.8494
N2 -13.3014 2.4208 1.8300
H43 -13.4832 3.0342 4.8384
H44 -14.3436 3.8949 3.5720
H45 -12.7004 1.8631 1.1351
H46 -14.1948 2.8180 1.5250
C16 -17.4353 5.1780 -0.2863
O9 -16.6901 5.5727 0.8726
N3 -17.4332 4.0237 -0.7903
N4 -18.0754 6.0010 -1.0243
H47 -16.8642 3.3179 -0.2914
H48 -18.2032 3.8157 -1.5078
H49 -18.0848 7.0123 -0.7899
H50 -18.5967 5.8451 -1.9041
C17 -22.6003 4.5685 3.9771
O10 -22.0096 3.8477 4.9856
N5 -23.7985 5.0951 4.0621
N6 -21.9608 4.9752 2.9081
H51 -24.3850 4.9414 4.8645
H52 -24.1565 5.7080 3.3546
H53 -21.0624 4.4993 2.8176
H54 -22.4295 5.4071 2.0560
C18 -20.3190 7.2034 0.8735
O11 -19.2997 6.7110 1.6516
N7 -20.6434 6.7011 -0.2521
N8 -21.0174 8.2428 1.1455
H55 -20.1036 5.9272 -0.6138
H56 -21.4594 6.8689 -0.8164
H57 -20.8415 8.6806 2.0552
H58 -21.9445 8.4392 0.7406
C19 -17.5876 5.6048 4.2969
O12 -18.4043 4.9529 3.3494
H59 -18.1349 5.9060 5.1552
H60 -17.1129 6.4742 3.9403
H61 -16.9654 4.8361 4.6176
H62 -18.7753 5.6842 2.8686
C20 -16.6763 8.4740 1.5430
O13 -16.8247 9.8601 1.6553
H63 -17.1756 7.8476 2.2133
H64 -15.6362 8.1840 1.6046
H65 -17.0198 8.1981 0.5221
H66 -16.0677 10.2534 1.2044

Its energy relative to the best compared isomer or geometry (same formula, charge and spin) is 34.93 kcal/mol. The frontier orbital gap comes out at 0.270 Eh. As for the multiplicity: 1. The HOMO energy comes out at -8.028 eV.

---

Record 4
The following is a DFT calculation (ωB97M-V/def2-TZVPD) of a 17-piece molecular cluster, C20H70F3O18 overall at a distorted geometry.

Atoms and positions in Å:
C1 0.0531 -1.3428 0.6993
O1 0.5269 -0.0459 0.5691
O2 0.2421 -1.6350 2.0713
C2 -1.3610 -1.5028 -0.0118
F1 -1.7669 -2.7509 0.3213
F2 -2.2319 -0.6290 0.5145
F3 -1.3592 -1.4094 -1.3229
C3 1.2944 0.3385 -0.5704
C4 1.6623 1.7585 -0.2479
H1 2.2028 1.8256 0.6963
H2 2.3728 2.1868 -0.9549
H3 0.8235 2.4543 -0.2662
H4 0.7536 0.3790 -1.5159
H5 2.2185 -0.2183 -0.7256
H6 0.6925 -2.0145 0.1265
C5 -2.4459 2.2913 -1.8306
O3 -3.6801 2.9148 -1.5292
H7 -2.2364 1.5384 -1.0708
H8 -2.3907 1.9456 -2.8629
H9 -1.6305 3.0085 -1.7367
H10 -4.1126 2.4029 -0.8418
C6 -0.4629 0.9235 5.8179
O4 0.1502 0.1193 4.7886
H11 -0.2780 1.9870 5.6670
H12 -1.5411 0.7958 5.7207
H13 -0.1408 0.6371 6.8191
H14 0.1103 0.6024 3.9601
C7 3.3883 3.2862 -3.9701
O5 2.8748 2.5424 -5.1261
H15 4.4291 3.5760 -4.1142
H16 2.8461 4.2318 -3.9729
H17 3.3469 2.8062 -2.9923
H18 3.3078 1.6869 -5.0789
C8 0.2735 1.0719 -4.6396
O6 -1.1211 0.8285 -4.8079
H19 0.7713 1.1540 -5.6058
H20 0.3832 2.0421 -4.1551
H21 0.7245 0.2827 -4.0380
H22 -1.2437 -0.0916 -5.0528
C9 0.5922 5.8997 -0.5288
O7 1.6958 6.6385 -0.1088
H23 0.6283 5.7984 -1.6135
H24 0.5869 4.8978 -0.0996
H25 -0.3390 6.3928 -0.2500
H26 2.2407 6.7819 -0.8860
C10 0.3610 -4.9561 1.5182
O8 0.5697 -5.2058 2.8275
H27 -0.6969 -4.9928 1.2584
H28 0.7449 -4.0011 1.1595
H29 0.7635 -5.7620 0.9045
H30 0.2057 -6.0699 3.0336
C11 -2.9467 -2.0604 4.0899
O9 -1.7585 -2.8504 3.8527
H31 -3.5499 -2.4821 4.8939
H32 -2.7004 -1.0386 4.3787
H33 -3.6434 -2.0441 3.2517
H34 -1.4234 -2.5321 3.0113
C12 -3.9009 -0.5373 -3.5653
O10 -5.2735 -0.6421 -3.0817
H35 -3.7479 0.2752 -4.2756
H36 -3.2192 -0.3519 -2.7351
H37 -3.6108 -1.5282 -3.9147
H38 -5.5152 0.2586 -2.8537
C13 -0.9758 -5.4995 -2.0321
O11 0.2469 -6.0028 -2.5809
H39 -1.5040 -6.2607 -1.4579
H40 -0.8805 -4.7610 -1.2361
H41 -1.6706 -5.1552 -2.7981
H42 -0.0928 -6.6031 -3.2487
C14 3.0043 0.3456 3.0838
O12 3.2258 -0.6887 4.0165
H43 1.9293 0.4196 2.9198
H44 3.3446 1.2547 3.5796
H45 3.5067 0.2342 2.1229
H46 4.1678 -0.6635 4.2000
C15 4.4379 4.1451 0.6182
O13 5.0207 3.9439 -0.6031
H47 3.9290 3.2213 0.8934
H48 5.1349 4.5031 1.3759
H49 3.6670 4.8844 0.4010
H50 5.3307 4.7775 -0.9647
C16 5.2107 0.1943 -1.0446
O14 5.7818 1.1049 -0.0809
H51 4.5940 0.7266 -1.7688
H52 5.9862 -0.3244 -1.6082
H53 4.6934 -0.5705 -0.4653
H54 5.4472 1.9780 -0.2985
C17 -1.6065 1.9795 2.6317
O15 -0.2355 1.7526 2.5299
H55 -1.8056 2.6573 3.4618
H56 -2.2117 2.3282 1.7949
H57 -2.1096 1.0847 2.9982
H58 0.0229 1.1833 1.8013
C18 -4.2779 -3.6106 -1.6824
O16 -5.5052 -3.0541 -1.9894
H59 -3.8158 -3.1226 -0.8242
H60 -4.3988 -4.6668 -1.4415
H61 -3.6266 -3.3981 -2.5301
H62 -5.3849 -2.1505 -2.2906
C19 3.5171 -2.8231 1.4371
O17 3.1070 -3.6564 2.5440
H63 2.9504 -1.8948 1.5094
H64 4.5804 -2.5845 1.4153
H65 3.2258 -3.1770 0.4482
H66 3.3647 -4.5603 2.3491
C20 -5.3767 0.0872 0.5118
O18 -5.2231 1.5131 0.5629
H67 -5.2349 -0.3492 1.5005
H68 -6.4228 -0.0919 0.2636
H69 -4.7755 -0.3992 -0.2564
H70 -5.8007 1.8830 1.2346

Its energy relative to the best compared isomer or geometry (same formula, charge and spin) is 51.05 kcal/mol. The charge is -1. The frontier orbital gap comes out at 0.219 Eh. As for the multiplicity: 1. The HOMO energy comes out at -4.302 eV.

---

Look up the energy relative to the best compared isomer or geometry (same formula, charge and spin) of the fourth one. 51.05 kcal/mol

---

Among the records above, which one has the highest energy relative to the best compared isomer or geometry (same formula, charge and spin)? C20H60O20

---

Among the records above, which one has the highest frontier orbital gap? C20H60O20